This record from OMol25 describes a cluster of 12 separate species, C82H186N10O18 in total at a distorted geometry. The level of theory is ωB97M-V/def2-TZVPD.

- electronic energy (a.u.) = -5137.254205
- E_LUMO (eV) = 0.3263
- SMILES string = CC1(C)CCCC(C)(C)N1O.CC1(C)CCCC(C)(C)N1O.CC1(C)CCCC(C)(C)N1O.CC1(C)CCCC(C)(C)N1O.CC1(C)CCCC(C)(C)N1O.CC1(C)CCCC(C)(C)N1O.COCCNCCOC.COCCNCCOC.COCCNCCOC.COCCNCCOC.OCCO.OCCO
- total charge = 0

Each atom is followed by the atoms it is bonded to, with distances in Å.
Cartesian coordinates (Å):
1 C 5.64901 -6.62739 0.69800  C2 1.538, H12 1.106, H13 1.123, H14 1.091
2 C 5.68888 -7.26966 2.09435  C1 1.538, C3 1.508, N7 1.479, C11 1.559
3 C 5.04929 -6.35456 3.10822  C2 1.508, C4 1.536, H15 1.089, H16 1.124
4 C 4.62670 -7.11653 4.37364  C3 1.536, C5 1.529, H17 1.099, H18 1.103
5 C 3.70979 -8.29811 4.05759  C4 1.529, C6 1.538, H19 1.100, H20 1.105
6 C 4.36547 -9.30680 3.09920  C5 1.538, N7 1.506, C9 1.575, C10 1.490
7 N 4.98376 -8.56131 1.94565  C2 1.479, C6 1.506, O8 1.386
8 O 5.70189 -9.46390 1.17718  N7 1.386, H30 0.997
9 C 5.41823 -10.16131 3.90032  C6 1.575, H21 1.096, H22 1.096, H23 1.120
10 C 3.32877 -10.19731 2.50622  C6 1.490, H24 1.103, H25 1.111, H26 1.067
11 C 7.16991 -7.47571 2.53663  C2 1.559, H27 1.107, H28 1.071, H29 1.115
12 H 4.60740 -6.28492 0.55536  C1 1.106
13 H 5.80051 -7.34172 -0.15509  C1 1.123
14 H 6.37806 -5.82523 0.57826  C1 1.091
15 H 5.69571 -5.53161 3.40849  C3 1.089
16 H 4.11484 -5.87449 2.70887  C3 1.124
17 H 4.16062 -6.43969 5.10285  C4 1.099
18 H 5.54868 -7.50011 4.84125  C4 1.103
19 H 2.82486 -7.88940 3.54716  C5 1.100
20 H 3.46417 -8.82956 4.99529  C5 1.105
21 H 5.65385 -10.96336 3.19113  C9 1.096
22 H 6.34665 -9.62397 4.12745  C9 1.096
23 H 4.95228 -10.49126 4.86361  C9 1.120
24 H 3.67760 -10.66664 1.57081  C10 1.103
25 H 3.11252 -11.05249 3.18232  C10 1.111
26 H 2.46775 -9.60472 2.29089  C10 1.067
27 H 7.59896 -6.45815 2.61349  C11 1.107
28 H 7.68188 -8.08983 1.82398  C11 1.071
29 H 7.12684 -7.92226 3.55708  C11 1.115
30 H 6.59836 -9.62341 1.58312  O8 0.997
31 C 0.69082 2.40756 5.27860  C32 1.548, H42 1.108, H43 1.112, H44 1.076
32 C -0.73877 2.36354 4.68533  C31 1.548, C33 1.536, N37 1.442, C41 1.537
33 C -1.73643 2.36560 5.85295  C32 1.536, C34 1.581, H45 1.118, H46 1.129
34 C -1.83593 3.76221 6.58626  C33 1.581, C35 1.527, H47 1.091, H48 1.132
35 C -2.21137 4.84848 5.58013  C34 1.527, C36 1.586, H49 1.097, H50 1.099
36 C -1.19480 4.86382 4.36250  C35 1.586, N37 1.489, C39 1.491, C40 1.501
37 N -1.10023 3.47323 3.83867  C32 1.442, C36 1.489, O38 1.427
38 O -0.23997 3.46076 2.70071  N37 1.427, H60 0.981
39 C -1.86512 5.69880 3.32450  C36 1.491, H51 1.093, H52 1.097, H53 1.067
40 C 0.09161 5.47878 4.83188  C36 1.501, H54 1.135, H55 1.100, H56 1.078
41 C -0.89609 1.10046 3.82427  C32 1.537, H57 1.047, H58 1.104, H59 1.107
42 H 1.32928 2.61286 4.39716  C31 1.108
43 H 0.91151 1.37535 5.62846  C31 1.112
44 H 0.89415 3.10280 6.07472  C31 1.076
45 H -2.73512 2.03140 5.47869  C33 1.118
46 H -1.27695 1.69229 6.63469  C33 1.129
47 H -0.94738 3.96278 7.18720  C34 1.091
48 H -2.61212 3.57262 7.38809  C34 1.132
49 H -2.42620 5.84106 5.99484  C35 1.097
50 H -3.19712 4.56902 5.18358  C35 1.099
51 H -2.89165 5.42626 3.06598  C39 1.093
52 H -2.01424 6.70335 3.74046  C39 1.097
53 H -1.31992 5.74998 2.40911  C39 1.067
54 H 0.98103 5.54223 4.12979  C40 1.135
55 H -0.19019 6.50800 5.10064  C40 1.100
56 H 0.40687 4.94060 5.71095  C40 1.078
57 H -1.88074 1.04331 3.47360  C41 1.047
58 H -0.83645 0.22828 4.49895  C41 1.104
59 H -0.12046 1.17036 3.03758  C41 1.107
60 H -0.76132 3.25764 1.89435  O38 0.981
61 C 4.56126 -0.47598 2.95602  C62 1.464, H72 1.091, H73 1.108, H74 1.059
62 C 4.09303 -0.79198 4.30714  C61 1.464, C63 1.590, N67 1.461, C71 1.537
63 C 3.16112 -2.07816 4.23484  C62 1.590, C64 1.528, H75 1.091, H76 1.135
64 C 3.93980 -3.38257 4.06884  C63 1.528, C65 1.555, H77 1.110, H78 1.097
65 C 5.06065 -3.52464 5.13775  C64 1.555, C66 1.586, H79 1.101, H80 1.096
66 C 6.03307 -2.27807 5.25913  C65 1.586, N67 1.505, C69 1.535, C70 1.483
67 N 5.08439 -1.11152 5.33190  C62 1.461, C66 1.505, O68 1.516
68 O 5.87642 0.17092 5.49595  N67 1.516, H90 0.969
69 C 6.87766 -2.26589 6.54092  C66 1.535, H81 1.124, H82 1.106, H83 1.081
70 C 6.88797 -2.23370 4.04873  C66 1.483, H84 1.129, H85 1.091, H86 1.091
71 C 3.29400 0.44266 4.75552  C62 1.537, H87 1.093, H88 1.107, H89 1.132
72 H 5.27198 0.34947 3.02476  C61 1.091
73 H 3.69618 -0.15403 2.34363  C61 1.108
74 H 4.99905 -1.31728 2.48576  C61 1.059
75 H 2.48917 -2.07539 5.09479  C63 1.091
76 H 2.52037 -2.04584 3.29914  C63 1.135
77 H 4.36806 -3.46717 3.04851  C64 1.110
78 H 3.24127 -4.22187 4.17446  C64 1.097
79 H 5.73779 -4.38718 5.03929  C65 1.101
80 H 4.48021 -3.59691 6.06450  C65 1.096
81 H 7.57460 -1.39810 6.38455  C69 1.124
82 H 6.19577 -1.98155 7.36382  C69 1.106
83 H 7.38288 -3.22002 6.59862  C69 1.081
84 H 7.70903 -3.00097 4.16019  C70 1.129
85 H 6.35159 -2.51011 3.13935  C70 1.091
86 H 7.39328 -1.26934 3.97328  C70 1.091
87 H 2.44832 0.69706 4.11163  C71 1.093
88 H 3.99926 1.29573 4.78213  C71 1.107
89 H 2.80835 0.23777 5.75748  C71 1.132
90 H 5.68170 0.51969 6.37899  O68 0.969
91 C -1.39347 -8.43934 -3.38842  C92 1.553, H102 1.056, H103 1.087, H104 1.109
92 C 0.14039 -8.39452 -3.14851  C91 1.553, C93 1.542, N97 1.479, C101 1.576
93 C 0.74365 -7.17515 -3.87380  C92 1.542, C94 1.507, H105 1.124, H106 1.081
94 C 2.18425 -6.89591 -3.53215  C93 1.507, C95 1.543, H107 1.126, H108 1.097
95 C 2.28838 -6.69958 -2.00532  C94 1.543, C96 1.569, H109 1.082, H110 1.085
96 C 1.68413 -7.84466 -1.11980  C95 1.569, N97 1.496, C99 1.587, C100 1.570
97 N 0.34933 -8.19595 -1.69745  C92 1.479, C96 1.496, O98 1.408
98 O -0.16884 -9.29582 -0.98672  N97 1.408, H120 0.966
99 C 2.67049 -9.06945 -0.90620  C96 1.587, H111 1.109, H112 1.089, H113 1.071
100 C 1.47429 -7.23450 0.31097  C96 1.570, H114 1.113, H115 1.080, H116 1.072
101 C 0.84042 -9.68676 -3.71688  C92 1.576, H117 1.086, H118 1.097, H119 1.080
102 H -1.81494 -9.18462 -2.77103  C91 1.056
103 H -1.66526 -8.50731 -4.43880  C91 1.087
104 H -1.82939 -7.46925 -3.07324  C91 1.109
105 H 0.72062 -7.24757 -4.99508  C93 1.124
106 H 0.11311 -6.35032 -3.57378  C93 1.081
107 H 2.45293 -5.93250 -4.04860  C94 1.126
108 H 2.95176 -7.61987 -3.83178  C94 1.097
109 H 1.76183 -5.78505 -1.76434  C95 1.082
110 H 3.33933 -6.59942 -1.75555  C95 1.085
111 H 3.51360 -8.68380 -0.29727  C99 1.109
112 H 2.09862 -9.82828 -0.37327  C99 1.089
113 H 3.01898 -9.43311 -1.85119  C99 1.071
114 H 2.45687 -6.91769 0.72764  C100 1.113
115 H 0.83595 -6.36297 0.31572  C100 1.080
116 H 1.05067 -8.01444 0.91193  C100 1.072
117 H 0.82656 -10.55147 -3.06082  C101 1.086
118 H 1.88580 -9.35492 -3.71148  C101 1.097
119 H 0.43296 -9.87886 -4.69811  C101 1.080
120 H -0.86573 -8.90429 -0.44434  O98 0.966
121 C 1.16522 3.90013 -3.16838  C122 1.585, H132 1.096, H133 1.074, H134 1.071
122 C 1.31396 5.44712 -2.85577  C121 1.585, C123 1.530, N127 1.464, C131 1.503
123 C 0.99556 6.12093 -4.19218  C122 1.530, C124 1.547, H135 1.156, H136 1.081
124 C 0.82826 7.64829 -4.00998  C123 1.547, C125 1.572, H137 1.117, H138 1.059
125 C -0.35695 7.84517 -2.99576  C124 1.572, C126 1.551, H139 1.119, H140 1.071
126 C -0.04137 7.19550 -1.62269  C125 1.551, N127 1.509, C129 1.505, C130 1.525
127 N 0.21616 5.74145 -1.93285  C122 1.464, C126 1.509, O128 1.431
128 O 0.56505 5.04797 -0.73128  N127 1.431, H150 0.983
129 C 1.11994 7.85393 -0.92710  C126 1.505, H141 1.103, H142 1.112, H143 1.113
130 C -1.24897 7.30296 -0.69820  C126 1.525, H144 1.092, H145 1.080, H146 1.081
131 C 2.73292 5.71277 -2.43898  C122 1.503, H147 1.085, H148 1.105, H149 1.090
132 H 0.11413 3.59163 -3.21447  C121 1.096
133 H 1.63126 3.32316 -2.39158  C121 1.074
134 H 1.68136 3.79727 -4.10142  C121 1.071
135 H 1.83592 5.97680 -4.97248  C123 1.156
136 H 0.10987 5.74108 -4.68241  C123 1.081
137 H 0.41096 7.97653 -4.99283  C124 1.117
138 H 1.75502 8.11164 -3.79198  C124 1.059
139 H -1.29273 7.45045 -3.46621  C125 1.119
140 H -0.45726 8.89922 -2.83260  C125 1.071
141 H 0.75614 8.80185 -0.49559  C129 1.103
142 H 1.41398 7.20272 -0.07444  C129 1.112
143 H 2.01746 8.05020 -1.55580  C129 1.113
144 H -2.08168 6.88420 -1.26804  C130 1.092
145 H -1.08047 6.82258 0.25391  C130 1.080
146 H -1.55934 8.32951 -0.56608  C130 1.081
147 H 2.74286 5.61904 -1.35839  C131 1.085
148 H 3.00091 6.74599 -2.72463  C131 1.105
149 H 3.47911 5.05390 -2.88415  C131 1.090
150 H -0.16673 4.45168 -0.45537  O128 0.983
151 C 0.06485 -3.52104 -4.95034  C152 1.552, H162 1.112, H163 1.068, H164 1.094
152 C 0.35998 -2.64390 -3.70444  C151 1.552, C153 1.577, N157 1.516, C161 1.526
153 C 1.56259 -3.17832 -2.83589  C152 1.577, C154 1.518, H165 1.082, H166 1.050
154 C 2.91401 -3.04281 -3.51276  C153 1.518, C155 1.586, H167 1.115, H168 1.041
155 C 3.22945 -1.52869 -3.86211  C154 1.586, C156 1.526, H169 1.098, H170 1.115
156 C 2.13111 -0.82670 -4.65621  C155 1.526, N157 1.514, C159 1.563, C160 1.519
157 N 0.81272 -1.23468 -4.03309  C152 1.516, C156 1.514, O158 1.399
158 O -0.20539 -0.67455 -4.81176  N157 1.399, H180 0.965
159 C 2.31679 0.69705 -4.36061  C156 1.563, H171 1.066, H172 1.099, H173 1.075
160 C 2.15389 -1.08786 -6.15217  C156 1.519, H174 1.121, H175 1.062, H176 1.076
161 C -0.84502 -2.47831 -2.78309  C152 1.526, H177 1.112, H178 1.098, H179 1.112
162 H -0.23288 -4.45923 -4.43354  C151 1.112
163 H 0.89277 -3.65484 -5.61094  C151 1.068
164 H -0.78355 -3.05750 -5.46283  C151 1.094
165 H 1.68420 -2.58958 -1.93579  C153 1.082
166 H 1.40270 -4.16498 -2.51476  C153 1.050
167 H 2.87599 -3.59491 -4.48034  C154 1.115
168 H 3.71280 -3.41125 -2.95534  C154 1.041
169 H 4.23095 -1.60811 -4.30631  C155 1.098
170 H 3.31816 -0.98814 -2.89083  C155 1.115
171 H 1.70987 1.27602 -5.01847  C159 1.066
172 H 2.00236 0.95488 -3.33988  C159 1.099
173 H 3.34295 0.99605 -4.47938  C159 1.075
174 H 2.26540 -2.19297 -6.30117  C160 1.121
175 H 1.25864 -0.70706 -6.57692  C160 1.062
176 H 3.09846 -0.71164 -6.50509  C160 1.076
177 H -1.72455 -2.11930 -3.36146  C161 1.112
178 H -0.59442 -1.84897 -1.91850  C161 1.098
179 H -1.06758 -3.46161 -2.31338  C161 1.112
180 H -0.42553 0.11368 -4.30091  O158 0.965
181 C -1.77563 -1.93934 1.98447  C182 1.499, O184 1.431, H185 1.088, H186 1.118
182 C -1.96328 -2.70388 0.70828  C181 1.499, O183 1.444, H187 1.066, H188 1.101
183 O -2.89258 -1.96860 -0.11628  C182 1.444, H189 0.968
184 O -2.94693 -1.92286 2.80707  C181 1.431, H190 0.954
185 H -1.50773 -0.91953 1.71692  C181 1.088
186 H -0.97814 -2.36117 2.64485  C181 1.118
187 H -2.26319 -3.71864 0.83604  C182 1.066
188 H -0.96615 -2.73905 0.24366  C182 1.101
189 H -3.31292 -2.60556 -0.71126  O183 0.968
190 H -3.59367 -1.63588 2.16776  O184 0.954
191 C 3.70447 3.30695 0.57594  C192 1.546, O194 1.436, H195 1.086, H196 1.094
192 C 3.54587 3.49653 2.10184  C191 1.546, O193 1.416, H197 1.089, H198 1.069
193 O 2.65268 4.54648 2.42535  C192 1.416, H199 0.951
194 O 2.45626 2.87875 0.00914  C191 1.436, H200 0.956
195 H 4.47184 2.54510 0.48014  C191 1.086
196 H 4.06926 4.22372 0.10272  C191 1.094
197 H 4.54573 3.69802 2.48220  C192 1.089
198 H 3.30876 2.48994 2.37128  C192 1.069
199 H 1.78708 4.15375 2.44977  O193 0.951
200 H 1.86946 3.62856 -0.08109  O194 0.956
201 C -4.91891 5.56795 -1.64006  O202 1.395, H210 1.063, H211 1.110, H212 1.104
202 O -6.10924 6.28672 -1.75091  C201 1.395, C203 1.401
203 C -7.17028 5.46739 -2.15624  O202 1.401, C204 1.546, H213 1.058, H214 1.093
204 C -7.51709 4.34325 -1.15367  C203 1.546, N205 1.464, H215 1.103, H216 1.100
205 N -7.95514 4.72593 0.18932  C204 1.464, C206 1.462, H217 1.026
206 C -8.91389 5.83025 0.18991  N205 1.462, C207 1.547, H218 1.091, H219 1.088
207 C -9.70335 6.02723 1.50581  C206 1.547, O208 1.410, H220 1.111, H221 1.096
208 O -8.77794 6.71726 2.31549  C207 1.410, C209 1.390
209 C -9.35009 7.20112 3.48569  O208 1.390, H222 1.126, H223 1.086, H224 1.121
210 H -4.96830 4.80443 -0.90139  C201 1.063
211 H -4.11420 6.26516 -1.32706  C201 1.110
212 H -4.56601 5.10339 -2.57780  C201 1.104
213 H -6.91339 4.95865 -3.04712  C203 1.058
214 H -8.04196 6.10146 -2.34019  C203 1.093
215 H -6.67472 3.63135 -1.14837  C204 1.103
216 H -8.32594 3.73531 -1.58599  C204 1.100
217 H -7.16332 5.17116 0.66667  N205 1.026
218 H -9.51824 5.65072 -0.70012  C206 1.091
219 H -8.44351 6.80993 0.13348  C206 1.088
220 H -9.98799 5.04569 1.94206  C207 1.111
221 H -10.61012 6.63927 1.43425  C207 1.096
222 H -9.99024 6.48340 4.07160  C209 1.126
223 H -10.00596 8.06086 3.38736  C209 1.086
224 H -8.53136 7.57332 4.15550  C209 1.121
225 C -6.48630 1.12951 -5.68748  O226 1.416, H234 1.106, H235 1.084, H236 1.084
226 O -5.80969 2.33278 -5.37328  C225 1.416, C227 1.444
227 C -5.17208 2.85165 -6.56010  O226 1.444, C228 1.533, H237 1.074, H238 1.104
228 C -3.70528 2.41617 -6.66121  C227 1.533, N229 1.429, H239 1.074, H240 1.089
229 N -2.95395 2.91819 -5.55354  C228 1.429, C230 1.409, H241 1.028
230 C -1.68418 2.31523 -5.45917  N229 1.409, C231 1.516, H242 1.112, H243 1.089
231 C -0.57939 3.02145 -6.21968  C230 1.516, O232 1.428, H244 1.149, H245 1.107
232 O -0.87864 3.02536 -7.61622  C231 1.428, C233 1.416
233 C 0.14206 3.66644 -8.35971  O232 1.416, H246 1.117, H247 1.101, H248 1.095
234 H -7.34581 1.33118 -6.35291  C225 1.106
235 H -6.87073 0.80535 -4.72672  C225 1.084
236 H -5.78772 0.39269 -6.06817  C225 1.084
237 H -5.28321 3.91395 -6.44921  C227 1.074
238 H -5.69372 2.36300 -7.40161  C227 1.104
239 H -3.28963 2.84547 -7.55376  C228 1.074
240 H -3.72292 1.34025 -6.83061  C228 1.089
241 H -3.54710 2.67867 -4.74875  N229 1.028
242 H -1.65207 1.24906 -5.77217  C230 1.112
243 H -1.33529 2.27161 -4.42875  C230 1.089
244 H 0.41244 2.46829 -6.04692  C231 1.149
245 H -0.38528 4.03907 -5.82979  C231 1.107
246 H 1.10581 3.14309 -8.14852  C233 1.117
247 H 0.23747 4.74717 -8.17255  C233 1.101
248 H -0.12799 3.51091 -9.40969  C233 1.095
249 C -5.44328 6.45445 2.16196  O250 1.423, H258 1.071, H259 1.085, H260 1.078
250 O -4.98455 5.11298 2.28666  C249 1.423, C251 1.427
251 C -5.64309 4.34781 3.29586  O250 1.427, C252 1.521, H261 1.121, H262 1.133
252 C -5.18718 2.90368 3.15908  C251 1.521, N253 1.468, H263 1.071, H264 1.099
253 N -5.58877 2.49384 1.80777  C252 1.468, C254 1.447, H265 1.011
254 C -5.01601 1.23261 1.38819  N253 1.447, C255 1.519, H266 1.091, H267 1.095
255 C -5.39319 0.87267 -0.03811  C254 1.519, O256 1.462, H268 1.093, H269 1.091
256 O -5.04529 2.00153 -0.89937  C255 1.462, C257 1.404
257 C -5.09078 1.63413 -2.25376  O256 1.404, H270 1.094, H271 1.074, H272 1.133
258 H -5.35541 6.91420 3.12509  C249 1.071
259 H -6.48867 6.59479 1.90772  C249 1.085
260 H -4.84621 6.85978 1.36112  C249 1.078
261 H -6.75867 4.41225 3.20931  C251 1.121
262 H -5.41258 4.65809 4.36097  C251 1.133
263 H -5.72098 2.30903 3.87180  C252 1.071
264 H -4.10783 2.80813 3.34542  C252 1.099
265 H -5.43516 3.25653 1.16209  N253 1.011
266 H -5.46910 0.45506 2.00548  C254 1.091
267 H -3.92972 1.11181 1.45331  C254 1.095
268 H -6.47281 0.71221 0.01436  C255 1.093
269 H -4.90497 -0.04255 -0.37547  C255 1.091
270 H -4.84460 2.46302 -2.92427  C257 1.094
271 H -6.04264 1.26223 -2.58384  C257 1.074
272 H -4.33138 0.81766 -2.45353  C257 1.133
273 C -2.54071 3.79988 0.03316  O274 1.454, H282 1.072, H283 1.145, H284 1.084
274 O -1.29126 3.05726 0.00359  C273 1.454, C275 1.456
275 C -1.34798 1.97316 -0.96678  O274 1.456, C276 1.472, H285 1.101, H286 1.109
276 C -0.09065 1.23654 -1.17833  C275 1.472, N277 1.382, H287 1.100, H288 1.122
277 N 0.22758 0.45494 -0.08351  C276 1.382, C278 1.443, H289 1.018
278 C 1.49667 -0.19365 -0.31012  N277 1.443, C279 1.526, H290 1.077, H291 1.128
279 C 1.65942 -1.46482 0.51855  C278 1.526, O280 1.451, H292 1.093, H293 1.077
280 O 2.98292 -2.01299 0.28706  C279 1.451, C281 1.394
281 C 3.06982 -3.37822 0.55313  O280 1.394, H294 1.130, H295 1.100, H296 1.076
282 H -2.65462 4.37549 -0.86396  C273 1.072
283 H -2.53220 4.47926 0.95486  C273 1.145
284 H -3.39522 3.13415 0.07297  C273 1.084
285 H -1.73013 2.19100 -1.97662  C275 1.101
286 H -2.11893 1.26772 -0.59567  C275 1.109
287 H 0.71378 1.92992 -1.46619  C276 1.100
288 H -0.21109 0.44157 -1.96139  C276 1.122
289 H 0.17313 0.94919 0.80472  N277 1.018
290 H 2.29451 0.49884 -0.10138  C278 1.077
291 H 1.51432 -0.56654 -1.37494  C278 1.128
292 H 0.89621 -2.11427 0.08118  C279 1.093
293 H 1.56407 -1.39593 1.58868  C279 1.077
294 H 2.41929 -3.98644 -0.14322  C281 1.130
295 H 2.64296 -3.60999 1.54000  C281 1.100
296 H 4.08646 -3.71514 0.45401  C281 1.076